[1]
{
  "formula": "C26H76N4O12",
  "method": "the ωB97M-V functional and the def2-TZVPD basis",
  "total_energy_ha": -2157.84103,
  "charge": 0,
  "orbital_gap_ha": 0.332,
  "smiles": "NC(N)=O.NC(N)=O.CC(C)O.CC(C)O.CC(C)O.CC(C)O.CC(C)O.CC(C)O.CC(C)O.CO.CO.CO",
  "e_above_lowest_ev": 8.8629,
  "symbols": ["O", "O", "O", "O", "O", "O", "O", "O", "O", "O", "O", "O", "N", "N", "N", "N", "C", "C", "C", "C", "C", "C", "C", "C", "C", "C", "C", "C", "C", "C", "C", "C", "C", "C", "C", "C", "C", "C", "C", "C", "C", "C", "H", "H", "H", "H", "H", "H", "H", "H", "H", "H", "H", "H", "H", "H", "H", "H", "H", "H", "H", "H", "H", "H", "H", "H", "H", "H", "H", "H", "H", "H", "H", "H", "H", "H", "H", "H", "H", "H", "H", "H", "H", "H", "H", "H", "H", "H", "H", "H", "H", "H", "H", "H", "H", "H", "H", "H", "H", "H", "H", "H", "H", "H", "H", "H", "H", "H", "H", "H", "H", "H", "H", "H", "H", "H", "H", "H"],
  "coordinates": [[-0.732, -1.179, -2.884], [0.114, -0.462, -0.498], [3.514, -3.605, -2.143], [3.295, 2.949, -2.642], [-3.244, 2.591, -2.583], [-2.581, 1.237, 2.562], [3.409, -0.008, 1.005], [3.480, 2.441, 0.205], [1.159, -1.481, 2.949], [-0.817, -4.806, -0.096], [-2.076, 3.972, 2.261], [-4.665, 0.045, 1.408], [2.752, 0.147, 3.448], [3.916, -1.458, -0.746], [1.491, -0.448, 5.070], [2.099, -1.877, 0.484], [-4.198, -0.790, 0.557], [1.793, -0.618, 3.809], [2.284, 2.863, 2.148], [-3.381, 0.058, -0.405], [2.473, 3.035, 0.651], [-1.579, -4.360, 0.797], [2.788, -4.906, -3.895], [-5.170, -1.641, -0.209], [3.069, -3.534, -3.303], [2.642, 4.478, 0.269], [-0.863, 5.538, 1.321], [-0.165, 0.418, 0.534], [3.436, 1.832, -3.207], [-1.265, -2.931, 1.235], [-2.939, -4.435, 0.246], [-2.139, -0.707, 3.844], [-2.267, 0.806, 3.687], [1.626, -2.888, -3.211], [-1.425, -2.377, -2.572], [2.512, 0.699, -2.672], [-0.930, 1.440, 4.041], [3.135, -1.080, 0.232], [-2.236, 3.839, -0.059], [-1.426, 4.122, 1.221], [-2.378, 1.622, -3.057], [3.318, 1.937, -4.752], [-2.866, 4.728, -0.295], [-0.242, 5.597, 2.210], [3.279, 2.801, 2.557], [-2.740, -0.552, -0.990], [4.431, 1.563, -3.014], [1.689, 3.704, 2.547], [2.862, -4.018, -1.559], [-0.476, 1.378, 0.206], [2.296, 1.775, -5.199], [-1.326, -1.076, 3.224], [2.863, -0.305, -2.915], [-1.815, -0.906, 4.849], [1.283, -2.578, -4.203], [-3.177, -5.453, -0.043], [2.905, 4.584, -0.762], [-0.201, -2.699, 1.436], [-1.586, 3.510, -0.878], [-1.588, -2.147, 0.520], [-3.643, -4.102, 0.974], [-0.285, 5.781, 0.412], [2.410, -4.865, -4.934], [1.718, 1.977, 2.385], [1.595, -1.965, -2.586], [-3.948, 0.655, -1.092], [-5.769, -0.963, -0.827], [0.714, -0.883, 5.482], [-2.744, 0.691, 0.218], [-3.057, -3.795, -0.661], [0.752, -1.181, -0.169], [-3.565, -1.401, 1.249], [-1.070, -2.786, -1.628], [-1.801, -2.880, 2.175], [2.122, -5.505, -3.314], [3.384, 1.489, 0.425], [1.725, 5.003, 0.280], [-1.121, 2.480, 4.205], [1.483, 0.741, -2.861], [-0.163, 1.307, 3.300], [0.919, -3.533, -2.796], [-4.677, -2.415, -0.813], [3.735, -2.222, -1.385], [3.643, 2.893, -5.184], [4.836, -1.006, -0.868], [-3.074, 1.178, 4.352], [-1.919, 2.035, -3.911], [-1.105, -3.119, -3.239], [3.687, -2.938, -3.982], [3.489, 2.895, -1.703], [3.275, 5.018, 0.921], [-0.496, -0.811, -2.043], [-1.622, 6.351, 1.372], [2.031, -2.883, 0.141], [3.319, 0.679, 4.106], [-1.532, 1.440, -2.299], [-2.997, -1.287, 3.589], [-5.224, -0.419, 2.077], [-0.516, 1.088, 4.905], [-2.175, 3.067, 2.384], [1.758, -1.717, 1.433], [-2.488, -2.283, -2.641], [2.077, 0.213, 5.499], [3.729, -5.416, -3.934], [-1.306, -4.941, 1.658], [1.585, 2.740, 0.114], [-3.365, 0.795, 2.212], [3.040, 0.113, 2.472], [-5.817, -2.159, 0.455], [2.605, 0.770, -1.592], [0.690, 0.551, 1.218], [-1.206, -5.599, -0.425], [3.891, 1.165, -5.251], [-3.662, 2.267, -1.783], [-2.926, 3.059, 0.107], [-2.934, 0.754, -3.433], [-0.574, 3.464, 1.239], [-0.900, 0.012, 1.206]],
  "atomic_forces_ev_per_a": [[-0.91, -0.71, -1.11], [0.77, -1.15, -0.61], [4.25, -1.23, 8.60], [-2.02, 7.25, 2.84], [-1.03, 0.94, 0.23], [-1.75, 2.58, -8.84], [-0.94, -3.96, -3.44], [6.88, -4.92, -2.82], [2.18, 3.36, 3.74], [6.83, -2.09, -6.81], [-5.30, 0.53, 8.02], [-5.27, 4.51, 5.43], [2.76, 1.37, -0.87], [2.64, 1.50, -0.45], [-0.77, -0.95, 0.97], [-1.03, -2.22, -0.14], [3.89, -4.01, -3.44], [-3.19, -4.19, -3.65], [-1.15, 0.79, -0.14], [0.96, -0.36, 1.14], [-5.79, 4.80, 2.04], [-2.60, 3.56, 4.78], [1.08, 0.18, -1.74], [-0.09, 0.27, -0.53], [-6.91, 0.59, -7.91], [-0.90, 0.45, -0.14], [0.26, 0.89, -1.67], [0.79, -0.51, 1.91], [-0.57, -6.08, -4.38], [0.38, 0.41, -0.38], [-1.80, 0.36, -0.17], [1.03, 0.35, -0.37], [1.89, -2.45, 7.70], [1.91, 2.46, -1.20], [1.22, 0.69, 0.47], [1.97, 0.08, 0.91], [-1.21, 0.89, -0.74], [2.13, 2.61, 2.12], [0.77, 1.54, -0.24], [4.26, 2.60, -7.13], [1.06, -0.67, 0.97], [-1.09, 0.03, -0.87], [0.61, -0.51, -0.26], [0.18, 0.09, 0.01], [0.31, 0.17, 0.57], [0.69, -0.60, -0.63], [1.94, -1.57, 0.00], [0.49, -0.20, 0.07], [0.24, -0.21, -0.08], [-0.31, 0.80, -0.67], [0.56, 0.25, 0.97], [0.19, 0.10, -0.22], [0.12, 0.17, -0.35], [-0.23, -0.29, 0.67], [-0.16, -0.06, 0.18], [-0.23, -0.34, -0.01], [0.78, -0.09, -0.60], [-0.55, -0.62, 0.09], [-0.24, 0.54, -0.07], [-0.11, -0.53, 0.39], [-0.97, 0.15, 0.46], [0.09, -0.04, 0.46], [0.06, 0.11, 0.54], [0.06, -0.31, 0.04], [0.30, -0.57, -0.48], [-0.80, 0.08, -0.03], [-0.04, -0.33, -0.14], [-0.71, -0.44, 0.67], [-0.04, 0.14, -0.43], [0.42, -0.42, 0.70], [-1.05, 1.44, -0.53], [0.54, -0.73, -1.60], [-0.47, 0.21, 0.47], [-0.04, 0.68, 0.16], [-0.64, -0.18, 0.64], [0.72, -0.10, -0.25], [-1.31, 0.49, 0.44], [0.21, 0.88, -0.14], [-1.52, 0.49, -0.79], [-0.01, -0.09, -0.80], [-0.95, -1.50, 0.67], [-0.06, 0.53, 0.03], [-0.23, -0.22, 0.20], [0.16, -0.09, 0.52], [-1.16, -0.04, 0.24], [0.52, -0.35, 1.14], [0.74, 0.55, -1.08], [0.15, -1.10, -1.47], [0.20, -0.06, 0.27], [0.04, -0.09, 0.53], [1.17, 0.47, 0.57], [0.41, 0.83, 1.01], [0.05, -0.84, 0.15], [0.52, 2.16, 0.64], [-0.50, -0.25, -0.40], [-1.25, -0.41, -1.07], [-0.98, -0.30, -0.01], [0.43, 0.69, -0.65], [0.81, -1.06, 2.50], [-1.05, -2.75, 0.90], [-0.64, -0.12, 1.03], [-0.86, 0.16, 0.21], [-0.07, 0.61, 1.34], [0.64, -0.68, -0.13], [-1.27, -0.56, 1.56], [-1.14, -0.47, -0.10], [-0.45, 0.18, -0.36], [0.30, -0.03, -0.39], [-0.82, -0.55, 0.71], [-0.09, -0.09, 0.31], [0.15, 0.11, -0.49], [0.08, -0.98, -0.75], [0.42, -0.27, 0.11], [0.00, 0.18, 0.03], [-0.77, -1.16, 0.50], [0.47, -0.38, 0.57], [1.09, -0.61, -0.53], [-0.74, -0.14, 0.16]],
  "lowdin_charge": [-0.134, -0.154, -0.007, 0.022, -0.129, -0.011, -0.079, -0.015, -0.115, 0.014, 0.038, -0.014, 0.175, 0.216, 0.189, 0.152, -0.590, -0.581, -0.020, -0.007, -0.640, -0.640, -0.043, -0.021, -0.578, -0.015, -0.039, -0.145, -0.585, -0.026, -0.037, -0.022, -0.590, -0.038, -0.157, -0.011, -0.009, -0.507, -0.011, -0.641, -0.186, -0.037, 0.105, 0.074, 0.088, 0.060, 0.116, 0.091, 0.136, 0.068, 0.086, 0.046, 0.060, 0.076, 0.102, 0.090, 0.074, 0.067, 0.079, 0.072, 0.077, 0.072, 0.099, 0.024, 0.064, 0.074, 0.098, 0.103, 0.068, 0.087, 0.053, 0.130, 0.061, 0.071, 0.073, 0.052, 0.046, 0.086, 0.060, 0.066, 0.041, 0.072, 0.045, 0.073, 0.158, 0.155, 0.065, 0.053, 0.160, 0.068, 0.081, -0.012, 0.091, 0.168, 0.140, 0.099, 0.061, 0.161, 0.033, 0.031, 0.041, 0.070, 0.104, 0.071, 0.140, 0.128, 0.072, 0.028, 0.068, 0.050, 0.071, 0.100, 0.060, 0.032, 0.040, 0.086, 0.112, 0.054]
}

---

[2]
{
  "formula": "C42H35ClN5O4Ti",
  "method": "the ωB97M-V functional and the def2-TZVPD basis",
  "total_energy_ha": -3505.61837,
  "charge": 2,
  "orbital_gap_ha": [0.259, 0.260],
  "spin_multiplicity": 2,
  "e_above_lowest_ev": 0.8002,
  "symbols": ["Ti", "Cl", "O", "O", "O", "O", "N", "N", "N", "N", "N", "C", "C", "C", "C", "C", "C", "C", "C", "C", "C", "C", "C", "C", "C", "C", "C", "C", "C", "C", "C", "C", "C", "C", "C", "C", "C", "C", "C", "C", "C", "C", "C", "C", "C", "C", "C", "C", "C", "C", "C", "C", "C", "H", "H", "H", "H", "H", "H", "H", "H", "H", "H", "H", "H", "H", "H", "H", "H", "H", "H", "H", "H", "H", "H", "H", "H", "H", "H", "H", "H", "H", "H", "H", "H", "H", "H", "H"],
  "coordinates": [[0.639, -0.438, -0.145], [4.576, -6.232, -2.249], [3.870, 0.518, 2.552], [1.717, -1.848, 0.365], [0.135, 1.763, 0.404], [1.345, 1.244, -3.979], [-0.176, -2.167, -1.276], [1.742, 0.165, 1.908], [-1.440, -0.655, 0.441], [0.278, 0.375, -2.202], [2.409, 0.534, -0.696], [-4.589, 2.013, -2.283], [-0.755, 0.375, -3.276], [4.179, -4.423, -0.275], [-0.067, 1.186, -4.396], [-3.638, -1.249, -0.421], [-3.462, 2.439, -1.588], [-2.239, -1.321, -0.458], [-0.879, 1.623, 5.308], [-3.763, -2.733, -2.310], [2.605, 0.911, -1.950], [-2.216, 1.906, -1.887], [3.113, 0.363, 3.802], [-1.860, 0.646, 5.408], [-0.444, -0.887, 4.218], [-2.092, 0.935, -2.874], [1.346, 0.812, -2.741], [-4.465, 1.053, -3.277], [3.808, 1.404, -2.409], [-1.599, -2.124, -1.428], [-3.220, 0.510, -3.566], [2.933, 0.474, 1.607], [-4.222, -0.472, 0.606], [2.362, -2.857, -0.228], [-1.639, -0.615, 4.866], [1.867, -3.411, -1.414], [4.838, 1.539, -1.484], [0.543, 0.089, 4.101], [4.606, 1.237, -0.149], [-2.033, 0.046, 1.386], [1.532, 3.681, 0.603], [3.709, -4.948, -1.482], [3.358, 0.754, 0.206], [-4.396, -1.968, -1.376], [0.321, 1.343, 4.661], [0.515, -3.101, -1.818], [3.504, -3.397, 0.357], [-3.426, 0.155, 1.518], [-2.352, -2.815, -2.331], [0.282, 2.891, 0.853], [-0.787, 3.493, 1.710], [1.796, -0.258, 3.338], [2.550, -4.468, -2.036], [5.361, 1.385, 0.611], [3.866, -2.989, 1.292], [-2.391, -1.390, 4.962], [3.006, 1.355, 4.234], [-0.430, 2.208, -4.460], [-1.884, -3.450, -3.074], [1.287, 4.707, 0.328], [-3.555, 3.197, -0.819], [-5.302, -0.395, 0.665], [2.156, -4.914, -2.941], [3.924, 1.682, -3.448], [2.098, 3.737, 1.540], [1.074, 2.121, 4.606], [-2.784, 0.858, 5.930], [-1.752, 3.042, 1.490], [-0.100, 0.713, -5.371], [-0.833, 4.575, 1.605], [-0.894, -0.660, -3.589], [-5.338, 0.725, -3.828], [3.687, -0.272, 4.467], [2.148, 3.226, -0.168], [5.806, 1.907, -1.800], [-1.380, 0.555, 2.083], [-5.477, -1.909, -1.345], [-3.837, 0.738, 2.330], [-5.558, 2.439, -2.058], [0.054, -3.786, -2.529], [5.079, -4.837, 0.162], [-3.131, -0.252, -4.335], [-1.037, 2.598, 5.751], [1.899, -1.346, 3.327], [-4.337, -3.293, -3.035], [-0.269, -1.874, 3.804], [-0.536, 3.270, 2.755], [-1.339, 2.242, -1.352]],
  "atomic_forces_ev_per_a": [[-1.27, -0.25, 0.89], [-0.04, 0.06, 0.03], [-0.34, -0.05, 0.21], [0.89, -0.98, 0.15], [0.00, -0.08, -0.17], [-0.41, -0.09, -0.23], [-0.63, 0.40, -0.21], [-0.10, 0.00, 0.04], [-0.60, 0.09, -0.23], [-0.30, 0.04, -0.14], [0.64, 0.58, 0.02], [0.03, 0.01, 0.00], [0.14, 0.03, 0.10], [0.03, 0.05, 0.07], [0.21, -0.06, 0.03], [-0.21, 0.05, 0.10], [-0.03, -0.04, -0.04], [0.25, 0.04, 0.14], [0.08, -0.03, -0.04], [0.16, -0.03, -0.04], [-0.49, -0.03, -0.60], [-0.02, 0.03, 0.00], [0.22, -0.05, -0.06], [-0.01, -0.05, 0.00], [0.03, -0.03, 0.04], [-0.02, -0.03, -0.02], [0.96, 0.26, 0.29], [0.02, 0.00, 0.03], [0.17, 0.12, -0.01], [0.52, 0.03, 0.17], [-0.07, 0.01, 0.01], [0.61, 0.13, -0.56], [-0.13, -0.05, -0.07], [-0.41, 0.39, 0.21], [-0.02, 0.06, 0.02], [-0.33, -0.12, -0.27], [0.01, 0.01, -0.13], [0.03, -0.03, 0.03], [0.00, 0.05, 0.11], [0.09, 0.00, 0.09], [-0.06, 0.03, 0.08], [0.10, -0.09, 0.00], [0.16, -0.11, 0.46], [-0.03, 0.06, 0.07], [-0.11, 0.07, -0.06], [0.31, -0.27, 0.09], [0.27, -0.05, -0.10], [0.07, 0.02, 0.05], [-0.21, -0.17, -0.27], [-0.02, -0.04, -0.04], [0.07, 0.09, 0.01], [-0.16, 0.11, -0.10], [-0.03, 0.02, -0.11], [0.01, -0.01, -0.03], [-0.02, -0.03, -0.01], [0.02, 0.03, 0.00], [-0.03, 0.04, 0.03], [0.00, 0.06, 0.03], [-0.03, 0.02, -0.01], [0.00, -0.01, 0.00], [-0.01, -0.01, -0.02], [0.04, -0.01, -0.01], [0.01, 0.01, 0.03], [0.01, 0.00, 0.04], [-0.01, 0.01, -0.02], [0.01, -0.03, 0.00], [0.01, 0.00, -0.01], [0.00, -0.01, -0.01], [-0.01, -0.01, -0.03], [-0.01, -0.01, 0.01], [0.02, -0.06, -0.04], [0.02, 0.01, 0.02], [0.03, 0.00, 0.00], [0.00, -0.02, 0.00], [-0.03, 0.00, 0.02], [0.00, 0.03, 0.02], [0.03, 0.01, 0.01], [0.01, -0.02, -0.02], [0.01, 0.00, 0.00], [0.01, -0.07, 0.07], [-0.02, 0.01, 0.00], [0.01, 0.03, 0.02], [0.01, -0.03, -0.01], [-0.06, -0.06, -0.08], [0.03, 0.00, 0.00], [0.00, 0.01, 0.00], [-0.02, 0.01, -0.04], [-0.02, -0.01, -0.02]],
  "lowdin_charge": [1.084, 0.717, 0.056, -0.195, -0.054, 0.078, 0.026, 0.131, 0.044, 0.104, 0.060, -0.064, -0.205, -0.059, 0.006, -0.136, -0.063, -0.149, -0.067, -0.038, -0.140, -0.030, -0.020, -0.066, -0.043, -0.199, -0.305, -0.058, 0.062, -0.195, -0.032, -0.329, 0.035, -0.287, -0.067, -0.125, 0.024, -0.189, 0.061, -0.098, 0.030, -0.657, -0.148, -0.006, -0.046, -0.018, 0.018, -0.011, 0.005, -0.427, 0.027, -0.203, -0.042, 0.139, 0.125, 0.116, 0.124, 0.144, 0.118, 0.104, 0.108, 0.137, 0.125, 0.140, 0.112, 0.109, 0.114, 0.085, 0.142, 0.101, 0.141, 0.117, 0.145, 0.076, 0.134, 0.099, 0.131, 0.121, 0.114, 0.138, 0.120, 0.126, 0.114, 0.156, 0.122, 0.124, 0.090, 0.092]
}